# 1
Entry from OMol25: a structure of composition C4H3BiO5 (the ωB97M-V functional and the def2-TZVPD basis).

Each line ends with the Mulliken charge.
Cartesian coordinates (Å):
O1 -2.7821 -1.2259 -1.8124  -0.180
C1 -1.6383 -1.2800 -1.4587  0.326
C2 0.3348 0.7967 -0.7043  0.488
C3 0.4307 1.4767 0.6484  -0.442
O2 0.8905 0.5368 1.6181  -0.311
C4 0.8618 -0.7337 1.2505  0.967
O3 0.8414 -0.8710 -0.0558  -0.615
O4 0.5284 -1.6690 1.9667  -0.595
O5 -0.8517 0.6610 -1.2062  -0.633
H1 1.1590 0.9127 -1.4284  0.332
H2 -0.5673 1.8167 0.9517  0.284
H3 1.1190 2.3306 0.6126  0.308
Bi1 -0.3263 -2.7515 -0.3822  1.074

Output
Frontier orbital gap (alpha / beta)   0.286 / 0.265 hartree
E_HOMO (alpha / beta)   -0.5130 / -0.5328 Ha
F_max   7.81 eV/Å
Multiplicity   2
ΔE to the lowest compared entry with this formula, charge and spin   0.0 kJ/mol
Charge   +1

# 2
Entry from OMol25: an isolated molecule of C4H3Br (the ωB97M-V functional and the def2-TZVPD basis).

Each line ends with the Mulliken charge.
Cartesian coordinates (Å):
C1 -0.7157 -2.2116 0.1879  0.197
C2 -0.1323 -1.1710 0.2339  -0.704
C3 0.0031 1.4924 -0.5573  -0.581
C4 0.4642 0.5571 0.2320  0.185
Br1 1.8544 0.7096 1.4805  -0.087
H1 -1.1083 -3.1842 0.1782  0.430
H2 0.4358 2.4797 -0.5036  0.262
H3 -0.8012 1.3279 -1.2518  0.298

Output
Frontier orbital gap   0.396 hartree
E_HOMO   -0.3648 Ha
F_max   6.01 eV/Å
SMILES   C#CC(=C)Br
ΔE to the lowest compared entry with this formula, charge and spin   112.1 kJ/mol
Charge   0

# 3
Entry from OMol25: a structure of composition C4H3Br (the ωB97M-V functional and the def2-TZVPD basis).

Each line ends with the Mulliken charge.
Cartesian coordinates (Å):
C1 -1.0359 0.4814 1.1537  0.369
C2 -1.8768 0.3383 2.0914  -0.538
C3 -0.0894 0.8701 0.4050  -0.215
C4 0.4341 -0.5355 -0.9878  -0.684
Br1 1.5494 -1.8275 -0.0869  -0.077
H1 0.5987 1.6524 0.3440  0.359
H2 0.8684 0.0461 -1.6925  0.427
H3 -0.4485 -1.0253 -1.2269  0.359

Output
Frontier orbital gap   0.280 hartree
E_HOMO   -0.3429 Ha
F_max   6.40 eV/Å
ΔE to the lowest compared entry with this formula, charge and spin   390.9 kJ/mol
Charge   0

# 4
Entry from OMol25: an isolated molecule of C4H3Cl2N (the ωB97M-V functional and the def2-TZVPD basis).

Each line ends with the Mulliken charge.
Cartesian coordinates (Å):
C1 -1.6202 -2.1685 -1.5870  -0.498
C2 -0.7207 -1.3877 -0.6521  0.532
C3 -0.0327 0.8161 0.5185  0.624
C4 0.6914 2.0137 0.8042  -0.915
N1 -0.4621 -0.1102 -0.1327  -0.226
Cl1 -1.1452 -3.7696 -1.7121  -0.068
Cl2 0.6191 -2.3423 0.1534  -0.302
H1 1.7266 1.7421 1.0101  0.272
H2 0.2818 2.5384 1.6672  0.299
H3 0.6620 2.6679 -0.0696  0.282

Output
Frontier orbital gap   0.272 hartree
E_HOMO   -0.2963 Ha
F_max   6.78 eV/Å
ΔE to the lowest compared entry with this formula, charge and spin   541.0 kJ/mol
Charge   0

# 5
Entry from OMol25: an isolated molecule of C4H3Cl2N (the ωB97M-V functional and the def2-TZVPD basis).

Each line ends with the Mulliken charge.
Cartesian coordinates (Å):
C1 0.0595 -0.7035 0.1209  0.029
C2 1.2248 -1.4638 -0.0718  -0.275
C3 2.2434 -0.5112 -0.1001  -0.424
C4 0.3877 0.6336 0.0990  0.192
H1 1.3968 -2.5323 -0.2320  0.392
H2 3.2702 -0.7468 0.2793  0.266
H3 2.2559 1.5203 0.0089  0.153
N1 1.6725 0.7401 0.0434  0.057
Cl1 -1.6373 -1.3092 0.0044  -0.209
Cl2 -0.8405 1.8297 -0.0425  -0.182

Output
Frontier orbital gap   0.342 hartree
E_HOMO   -0.3132 Ha
F_max   4.31 eV/Å
SMILES   Clc1cc[nH]c1Cl
ΔE to the lowest compared entry with this formula, charge and spin   70.5 kJ/mol
Charge   0

# 6
Entry from OMol25: the ion C4H3Cl2O3 with charge -1 (the ωB97M-V functional and the def2-TZVPD basis).

Each line ends with the Mulliken charge.
Cartesian coordinates (Å):
C1 -1.8864 -0.5921 0.3995  -0.334
C2 -1.4812 0.4796 -0.2942  0.028
C3 0.5515 1.6507 0.7685  0.638
C4 0.1517 0.7173 -0.4871  -0.191
O1 1.2471 0.9799 1.5320  -0.746
O2 0.1717 2.7971 0.8061  -0.692
O3 0.8706 -0.4217 -0.2572  -0.640
Cl1 -3.5835 -0.8116 0.7207  -0.239
Cl2 -2.4852 1.8235 -0.6838  -0.163
H1 -1.3588 -1.4489 0.5730  0.449
H2 0.4631 1.0779 -1.3944  0.454
H3 1.2736 -0.2652 0.5958  0.436

Output
Frontier orbital gap   0.286 hartree
E_HOMO   -0.1665 Ha
F_max   4.27 eV/Å
SMILES   O=C([O-])[C@@H](O)/C(Cl)=C/Cl
ΔE to the lowest compared entry with this formula, charge and spin   0.0 kJ/mol
Charge   -1

# 7
Entry from OMol25: a cluster of 2 separate species, C4H3Cl4N2O3 in total (the ωB97M-V functional and the def2-TZVPD basis).

Each line ends with the Mulliken charge.
Cartesian coordinates (Å):
C1 -0.6100 -0.8009 -0.2799  -0.342
C2 -1.7438 -0.2865 0.2807  0.192
C3 -0.3089 1.3809 -0.0453  0.527
C4 2.5315 -1.2336 0.0157  0.214
N1 -1.5351 1.0833 0.4116  0.037
N2 0.2713 0.2403 -0.4649  0.401
O1 -2.8142 -0.8872 0.7346  -0.396
O2 0.1228 2.6119 -0.1196  -0.375
O3 1.4767 0.1391 -0.9545  -0.547
Cl1 1.9415 -1.1051 1.5886  0.018
Cl2 2.2555 -2.6438 -0.8472  0.020
Cl3 -4.2994 -0.6188 -0.1755  0.061
Cl4 1.8335 2.8906 -0.1607  0.120
H1 -0.3688 -1.8139 -0.5291  0.499
H2 3.4628 -0.7110 -0.1998  0.303
H3 -2.2153 1.7547 0.7455  0.270

Output
Frontier orbital gap   0.303 hartree
E_HOMO   -0.4819 Ha
F_max   2.57 eV/Å
ΔE to the lowest compared entry with this formula, charge and spin   0.0 kJ/mol
Charge   +1

# 8
Entry from OMol25: an isolated molecule of C4H3ClFN (the ωB97M-V functional and the def2-TZVPD basis).

Each line ends with the Mulliken charge.
Cartesian coordinates (Å):
C1 -0.2914 1.0520 0.0774  0.513
C2 1.0391 0.7223 0.0145  -0.717
C3 -0.2541 -1.1607 -0.1779  -0.406
C4 -1.0876 -0.0883 -0.0806  0.111
H1 1.8965 1.3530 0.0235  0.392
H2 1.7318 -1.3921 0.3919  0.314
H3 -0.4668 -2.1889 -0.0512  0.402
N1 0.9787 -0.6452 -0.0805  -0.120
F1 -0.7590 2.3570 -0.1157  -0.287
Cl1 -2.7871 -0.0091 -0.0013  -0.202

Output
Frontier orbital gap   0.348 hartree
E_HOMO   -0.3260 Ha
F_max   6.80 eV/Å
SMILES   Fc1c[nH]cc1Cl
ΔE to the lowest compared entry with this formula, charge and spin   93.8 kJ/mol
Charge   0

# 9
Entry from OMol25: a structure of composition C4H3ClN2O (the ωB97M-V functional and the def2-TZVPD basis).

Each line ends with the Mulliken charge.
Cartesian coordinates (Å):
C1 0.4779 1.1353 -0.1271  0.788
C2 0.4498 -0.3455 -0.1203  0.284
C3 -0.7339 -1.0308 -0.0671  -0.405
C4 1.6197 -1.2327 -0.1866  -0.077
H1 1.6244 2.8556 -0.3888  0.358
H2 2.4305 1.1181 0.6089  0.229
H3 -0.4870 -2.1904 0.0596  0.336
N1 1.6768 1.7771 0.2997  -0.557
N2 2.4911 -1.9646 0.0676  -0.385
O1 -0.3896 1.8839 -0.1842  -0.473
Cl1 -2.3828 -0.3941 0.0958  -0.098

Output
Frontier orbital gap   0.350 hartree
E_HOMO   -0.3776 Ha
F_max   7.21 eV/Å
ΔE to the lowest compared entry with this formula, charge and spin   304.3 kJ/mol
Charge   0

# 10
Entry from OMol25: a structure of composition C4H3ClN2O2S (the ωB97M-V functional and the def2-TZVPD basis).

Each line ends with the Mulliken charge.
Cartesian coordinates (Å):
C1 -1.4979 0.5854 1.2922  -0.499
C2 -0.9997 1.8640 1.2849  -0.143
C3 0.1596 0.2629 -0.0984  0.632
C4 1.0854 -0.4528 -0.9046  -0.522
N1 -0.8455 -0.2801 0.5183  -0.393
N2 0.5362 -1.6333 -1.5815  0.975
O1 -0.1919 -1.3050 -2.4898  -0.519
O2 0.8158 -2.7384 -1.2451  -0.489
S1 0.3577 1.9789 0.2625  -0.098
Cl1 2.4545 -1.3273 0.7503  -0.231
H1 -2.3392 0.2441 1.8659  0.404
H2 -1.3628 2.7163 1.8217  0.430
H3 1.8278 0.0853 -1.4767  0.453

Output
Frontier orbital gap (alpha / beta)   0.290 / 0.290 hartree
E_HOMO (alpha / beta)   -0.3608 / -0.3607 Ha
F_max   3.45 eV/Å
ΔE to the lowest compared entry with this formula, charge and spin   100.4 kJ/mol
Charge   0

| no. | electronic energy (eV) |
| --- | --- |
| 1 | -20263.377 |
| 2 | -74234.829 |
| 3 | -74231.940 |
| 4 | -30725.807 |
| 5 | -30730.684 |
| 6 | -35384.924 |
| 7 | -63394.933 |
| 8 | -20925.198 |
| 9 | -21743.563 |
| 10 | -34624.874 |